(1)
Computed, not measured: a single Br2FP molecule at a distorted geometry, with ωB97M-V/def2-TZVPD.

```
! wB97M-V def2-TZVPD RIJCOSX def2/J DEFGRID3
* xyz 0 1
F -0.9863 0.2818 -0.3298
P 0.4331 0.1808 0.5656
Br 2.2819 0.0392 -0.9359
Br 0.1553 -1.8721 1.2032
*
```

Results
**SMILES string**: FP(Br)Br
**Strongest force on any atom**: 0.0467 hartree/bohr
**Relative energy (zero: lowest compared OMol25 entry of this formula, charge and spin)**: 0.385 eV
**E_LUMO**: -0.6 eV
**DFT total energy**: -5589.3098 Eh
**Orbital gap**: 9.680 eV
**Highest occupied orbital energy**: -0.3788 hartree


(2)
Computed, not measured: a molecular structure, BF9MoOSe4Te at a distorted geometry, with ωB97M-V/def2-TZVPD.

```
! wB97M-V def2-TZVPD RIJCOSX def2/J DEFGRID3
* xyz 0 1
Mo 0.3089 -0.6299 -0.4241
Se 1.9847 -0.5630 -1.9775
Se 4.0555 -1.5612 1.0425
Se 2.9701 -0.3381 2.4716
Se 1.1832 0.7208 1.5610
F -2.2093 -3.5498 0.1497
Te -2.6338 -1.7523 0.5546
F 1.1505 -2.0581 0.4340
F -3.6670 -1.2819 -0.9568
F -2.1673 0.1385 0.7497
F -1.0255 -1.7571 1.6882
O -1.1781 -1.5215 -0.8457
F 0.0717 3.3169 0.4104
B 0.3669 3.2219 -0.8818
F -0.3508 1.0546 -0.9510
F -0.4421 3.7297 -1.7900
F 1.5825 2.8307 -1.2348
*
```

Results
**Strongest force on any atom**: 0.0504 hartree/bohr
**Relative energy (zero: lowest compared OMol25 entry of this formula, charge and spin)**: 1.210 eV
**E_LUMO (spin up / spin down)**: -4.4 / -4.3 eV
**DFT total energy**: -10941.0800 Eh
**Orbital gap (spin up / spin down)**: 5.693 / 5.681 eV
**Highest occupied orbital energy (spin up / spin down)**: -0.3692 / -0.3684 hartree


(3)
Computed, not measured: a molecular structure, C29H26As2BBr2CrNO11 at a distorted geometry, with ωB97M-V/def2-TZVPD.

```
! wB97M-V def2-TZVPD RIJCOSX def2/J DEFGRID3
* xyz 0 5
Cr 10.9744 14.3355 9.9648
Br 15.1937 12.7947 7.9500
C 14.8304 13.0544 9.7400
C 15.8402 12.7267 10.7283
C 15.5564 12.8383 12.0568
Br 16.8346 12.2360 13.3649
C 14.2583 13.2834 12.4299
C 13.8191 13.5432 13.7578
C 12.5133 13.9052 14.0714
C 11.6190 14.0157 12.9771
N 11.9705 13.8420 11.6945
C 13.2798 13.5064 11.3986
C 13.5958 13.4006 10.0682
O 12.6217 13.7543 9.2247
H 16.8274 12.3633 10.4963
H 14.5760 13.5571 14.5025
H 12.2192 14.1813 15.0966
H 10.6330 14.4109 13.2262
O 10.5254 11.1644 9.6973
B 9.9637 12.4542 9.6662
O 8.5608 12.3210 9.2990
C 8.3487 11.0015 9.2677
C 7.2215 10.3391 8.9643
C 7.2924 8.9229 8.7539
C 8.5037 8.2345 8.7648
C 9.6818 8.9175 9.1821
C 9.5795 10.2739 9.3820
H 6.2760 10.9270 8.7881
H 6.4075 8.2807 8.5229
H 8.6757 7.1499 8.6605
H 10.6391 8.4092 9.3084
C 14.9130 17.2316 8.5584
O 13.4940 16.7938 8.3673
C 12.6069 17.2300 9.2424
O 12.8580 18.1200 10.0797
C 11.2555 16.6552 9.1303
C 9.9942 17.1274 9.6013
As 9.1196 18.7717 8.9067
C 10.6705 19.7935 8.3083
C 8.7531 17.6907 7.2879
C 9.1608 16.4953 6.8462
As 10.5690 15.4764 7.7637
C 11.8492 15.2044 6.3128
C 8.6103 15.8901 5.5654
O 8.8399 16.3740 4.4826
O 7.9597 14.7048 5.5535
C 7.4863 14.0794 6.7306
C 7.8241 18.4312 6.3476
O 6.7169 18.1634 6.0226
O 8.4833 19.5001 5.9396
C 7.7636 20.3476 5.0612
C 9.0721 16.2273 10.3030
O 9.3700 15.1205 10.7527
O 7.8145 16.7109 10.4960
C 6.7112 15.8273 10.3638
H 14.9199 17.9507 9.3801
H 15.2192 17.6756 7.6138
H 15.5432 16.4010 8.7927
H 11.2683 20.1107 9.1294
H 10.3596 20.6154 7.6513
H 11.3500 19.1966 7.7241
H 12.1629 16.1346 5.8729
H 11.4880 14.5147 5.5334
H 12.7212 14.7200 6.7763
H 8.2027 13.4057 7.1692
H 6.5781 13.5708 6.4635
H 7.2675 14.7637 7.5475
H 8.0765 21.3708 5.1673
H 6.6820 20.3049 5.2959
H 7.8720 20.0568 4.0039
H 7.1534 14.8402 10.4313
H 6.3357 16.0682 9.3755
H 6.0697 16.0922 11.1998
*
```

Results
**Strongest force on any atom**: 0.0731 hartree/bohr
**Relative energy (zero: lowest compared OMol25 entry of this formula, charge and spin)**: 0.334 eV
**E_LUMO (spin up / spin down)**: -0.7 / -1.9 eV
**DFT total energy**: -12691.9654 Eh
**Orbital gap (spin up / spin down)**: 6.896 / 6.175 eV
**Highest occupied orbital energy (spin up / spin down)**: -0.2806 / -0.2963 hartree


(4)
Computed, not measured: a molecular structure, C15H23NO5OsP2S at a distorted geometry, with ωB97M-V/def2-TZVPD.

```
! wB97M-V def2-TZVPD RIJCOSX def2/J DEFGRID3
* xyz 2 1
Os 0.7229 0.2189 0.7058
C 0.5041 2.7509 -1.5811
P 0.0025 2.3518 0.1005
C 0.6524 3.6450 1.1644
C -1.8054 2.3872 0.1832
C -2.2139 1.7130 1.4885
P -1.3881 0.0959 1.6291
C -1.4018 -0.3057 3.3817
C -2.4323 -1.1502 0.8634
H 0.1909 3.7723 -1.8077
H 0.0261 2.0667 -2.2801
H 1.5880 2.6806 -1.6777
H 0.1853 4.5895 0.8801
H 1.7303 3.7186 1.0259
H 0.4541 3.4382 2.2145
H -2.1692 1.8351 -0.6865
H -2.1668 3.4149 0.1190
H -3.2940 1.5739 1.5644
H -1.9004 2.3058 2.3520
H -2.4445 -0.2567 3.7056
H -0.8263 0.4170 3.9580
H -1.0189 -1.3082 3.5577
H -3.3797 -1.1755 1.4053
H -1.9532 -2.1265 0.9485
H -2.6276 -0.9158 -0.1831
O -1.7024 -0.0854 -2.0910
C -0.7160 -0.7596 -1.9924
N 0.2723 -0.5228 -0.9886
S 1.7129 -1.3944 -1.3011
O 2.7024 -0.4799 -1.7748
O 1.9404 -2.0099 -0.0030
C 1.0063 -2.3768 -2.5545
C 1.5800 -3.4195 -3.2490
C 0.8331 -3.9662 -4.2893
C -0.4220 -3.4650 -4.6180
C -0.9787 -2.4034 -3.9143
C -0.2556 -1.8614 -2.8663
H 2.5658 -3.7930 -3.0085
H 1.2441 -4.7893 -4.8576
H -0.9723 -3.9093 -5.4359
H -1.9553 -2.0103 -4.1629
C 3.0122 0.1830 3.9675
C 2.0850 0.2872 2.8294
O 1.2673 -0.6450 2.5040
O 2.0025 1.2881 2.0508
H 2.4839 -0.2122 4.8348
H 3.4673 1.1433 4.1895
H 3.7924 -0.5350 3.6999
*
```

Results
**Strongest force on any atom**: 0.0225 hartree/bohr
**E_LUMO**: -8.4 eV
**DFT total energy**: -2187.4079 Eh
**Orbital gap**: 7.553 eV
**Highest occupied orbital energy**: -0.5865 hartree


What did the second record say?
Computed, not measured: a molecular structure, BF9MoOSe4Te at a distorted geometry, with ωB97M-V/def2-TZVPD.

```
! wB97M-V def2-TZVPD RIJCOSX def2/J DEFGRID3
* xyz 0 1
Mo 0.3089 -0.6299 -0.4241
Se 1.9847 -0.5630 -1.9775
Se 4.0555 -1.5612 1.0425
Se 2.9701 -0.3381 2.4716
Se 1.1832 0.7208 1.5610
F -2.2093 -3.5498 0.1497
Te -2.6338 -1.7523 0.5546
F 1.1505 -2.0581 0.4340
F -3.6670 -1.2819 -0.9568
F -2.1673 0.1385 0.7497
F -1.0255 -1.7571 1.6882
O -1.1781 -1.5215 -0.8457
F 0.0717 3.3169 0.4104
B 0.3669 3.2219 -0.8818
F -0.3508 1.0546 -0.9510
F -0.4421 3.7297 -1.7900
F 1.5825 2.8307 -1.2348
*
```

Results
**Strongest force on any atom**: 0.0504 hartree/bohr
**Relative energy (zero: lowest compared OMol25 entry of this formula, charge and spin)**: 1.210 eV
**E_LUMO (spin up / spin down)**: -4.4 / -4.3 eV
**DFT total energy**: -10941.0800 Eh
**Orbital gap (spin up / spin down)**: 5.693 / 5.681 eV
**Highest occupied orbital energy (spin up / spin down)**: -0.3692 / -0.3684 hartree


Q: Which value of DFT total energy does entry 1 give?
A: -5589.3098 Eh


Q: Which of these has the lowest DFT total energy?
A: C29H26As2BBr2CrNO11


Repeat the third record exactly.
Computed, not measured: a molecular structure, C29H26As2BBr2CrNO11 at a distorted geometry, with ωB97M-V/def2-TZVPD.

```
! wB97M-V def2-TZVPD RIJCOSX def2/J DEFGRID3
* xyz 0 5
Cr 10.9744 14.3355 9.9648
Br 15.1937 12.7947 7.9500
C 14.8304 13.0544 9.7400
C 15.8402 12.7267 10.7283
C 15.5564 12.8383 12.0568
Br 16.8346 12.2360 13.3649
C 14.2583 13.2834 12.4299
C 13.8191 13.5432 13.7578
C 12.5133 13.9052 14.0714
C 11.6190 14.0157 12.9771
N 11.9705 13.8420 11.6945
C 13.2798 13.5064 11.3986
C 13.5958 13.4006 10.0682
O 12.6217 13.7543 9.2247
H 16.8274 12.3633 10.4963
H 14.5760 13.5571 14.5025
H 12.2192 14.1813 15.0966
H 10.6330 14.4109 13.2262
O 10.5254 11.1644 9.6973
B 9.9637 12.4542 9.6662
O 8.5608 12.3210 9.2990
C 8.3487 11.0015 9.2677
C 7.2215 10.3391 8.9643
C 7.2924 8.9229 8.7539
C 8.5037 8.2345 8.7648
C 9.6818 8.9175 9.1821
C 9.5795 10.2739 9.3820
H 6.2760 10.9270 8.7881
H 6.4075 8.2807 8.5229
H 8.6757 7.1499 8.6605
H 10.6391 8.4092 9.3084
C 14.9130 17.2316 8.5584
O 13.4940 16.7938 8.3673
C 12.6069 17.2300 9.2424
O 12.8580 18.1200 10.0797
C 11.2555 16.6552 9.1303
C 9.9942 17.1274 9.6013
As 9.1196 18.7717 8.9067
C 10.6705 19.7935 8.3083
C 8.7531 17.6907 7.2879
C 9.1608 16.4953 6.8462
As 10.5690 15.4764 7.7637
C 11.8492 15.2044 6.3128
C 8.6103 15.8901 5.5654
O 8.8399 16.3740 4.4826
O 7.9597 14.7048 5.5535
C 7.4863 14.0794 6.7306
C 7.8241 18.4312 6.3476
O 6.7169 18.1634 6.0226
O 8.4833 19.5001 5.9396
C 7.7636 20.3476 5.0612
C 9.0721 16.2273 10.3030
O 9.3700 15.1205 10.7527
O 7.8145 16.7109 10.4960
C 6.7112 15.8273 10.3638
H 14.9199 17.9507 9.3801
H 15.2192 17.6756 7.6138
H 15.5432 16.4010 8.7927
H 11.2683 20.1107 9.1294
H 10.3596 20.6154 7.6513
H 11.3500 19.1966 7.7241
H 12.1629 16.1346 5.8729
H 11.4880 14.5147 5.5334
H 12.7212 14.7200 6.7763
H 8.2027 13.4057 7.1692
H 6.5781 13.5708 6.4635
H 7.2675 14.7637 7.5475
H 8.0765 21.3708 5.1673
H 6.6820 20.3049 5.2959
H 7.8720 20.0568 4.0039
H 7.1534 14.8402 10.4313
H 6.3357 16.0682 9.3755
H 6.0697 16.0922 11.1998
*
```

Results
**Strongest force on any atom**: 0.0731 hartree/bohr
**Relative energy (zero: lowest compared OMol25 entry of this formula, charge and spin)**: 0.334 eV
**E_LUMO (spin up / spin down)**: -0.7 / -1.9 eV
**DFT total energy**: -12691.9654 Eh
**Orbital gap (spin up / spin down)**: 6.896 / 6.175 eV
**Highest occupied orbital energy (spin up / spin down)**: -0.2806 / -0.2963 hartree